Record 1
Molecular formula: C16H29MnO2PS2
Method: DFT, the ωB97M-V functional and the def2-TZVPD basis

```
! RIJCOSX wB97M-V def2-TZVPD def2/J DEFGRID3
* xyz 0 2
Mn -1.154 0.025 -0.280
C -2.689 -1.236 -0.897
C -3.203 -0.184 -0.071
C -2.920 1.057 -0.728
C -2.260 0.767 -1.955
C -2.110 -0.639 -2.060
C -1.450 -1.368 -3.187
C -1.773 1.779 -2.944
C -3.258 2.434 -0.239
C -3.928 -0.374 1.225
C -2.790 -2.702 -0.616
H -2.184 -1.688 -3.931
H -0.929 -2.258 -2.833
H -0.718 -0.736 -3.690
H -2.451 1.839 -3.800
H -0.783 1.526 -3.322
H -1.713 2.769 -2.494
H -2.366 3.054 -0.137
H -3.745 2.398 0.734
H -3.938 2.934 -0.932
H -4.975 -0.642 1.058
H -3.909 0.533 1.828
H -3.471 -1.165 1.819
H -3.720 -3.117 -1.014
H -2.770 -2.902 0.455
H -1.963 -3.250 -1.069
C 3.976 2.020 0.733
C 3.015 1.815 1.888
C 1.965 2.904 1.988
O 2.445 0.476 1.814
P 1.124 0.038 1.035
S -0.596 0.457 1.942
S 1.014 0.673 -0.858
O 1.250 -1.550 1.097
C 2.426 -2.380 0.894
C 3.269 -1.935 -0.285
C 3.216 -2.495 2.183
H 4.515 2.958 0.871
H 3.440 2.063 -0.215
H 4.704 1.209 0.692
H 3.578 1.780 2.822
H 1.383 2.978 1.068
H 2.468 3.857 2.155
H 1.284 2.720 2.817
H 1.984 -3.352 0.667
H 3.735 -0.968 -0.092
H 2.669 -1.853 -1.190
H 4.060 -2.667 -0.451
H 3.730 -1.564 2.415
H 3.958 -3.289 2.080
H 2.555 -2.747 3.012
*
```

Results
lowest unoccupied orbital energy (alpha / beta) = 0.7 / 0.7 eV
HOMO energy (alpha / beta) = -7.89 / -7.55 eV

---

Record 2
Molecular formula: C16H29N3O2
Method: DFT, the ωB97M-V functional and the def2-TZVPD basis

```
! RIJCOSX wB97M-V def2-TZVPD def2/J DEFGRID3
* xyz 0 1
C 2.997 -1.561 -3.406
C 1.729 -2.063 -4.093
C 1.695 -1.602 -5.549
C 1.618 -3.591 -4.043
C 1.655 -4.178 -2.625
C 0.630 -3.552 -1.759
N -0.647 -3.800 -1.828
O -1.220 -3.002 -0.883
C -0.227 -2.318 -0.305
C -0.507 -1.324 0.767
N -1.028 -0.103 0.174
C -2.431 -0.211 -0.164
C -0.682 1.102 0.902
C -1.273 1.224 2.315
C -0.745 2.442 3.077
C -1.248 3.765 2.492
C -0.762 4.933 3.352
O -1.178 4.815 4.692
C -0.689 3.635 5.284
C -1.173 2.385 4.547
N 0.931 -2.623 -0.803
H 2.951 -1.739 -2.336
H 3.107 -0.490 -3.564
H 3.874 -2.059 -3.814
H 0.865 -1.634 -3.575
H 1.715 -0.517 -5.606
H 0.793 -1.955 -6.045
H 2.557 -1.990 -6.089
H 2.439 -4.030 -4.616
H 0.679 -3.889 -4.513
H 2.630 -4.016 -2.169
H 1.460 -5.250 -2.684
H -1.205 -1.776 1.493
H 0.442 -1.109 1.258
H -2.752 0.716 -0.635
H -3.072 -0.409 0.707
H -2.566 -1.024 -0.876
H 0.410 1.141 0.963
H -1.013 1.943 0.289
H -1.019 0.326 2.882
H -2.361 1.286 2.253
H 0.351 2.435 3.033
H -0.888 3.903 1.472
H -2.340 3.763 2.480
H -1.176 5.878 2.995
H 0.338 4.987 3.307
H -1.052 3.646 6.314
H 0.413 3.652 5.294
H -0.763 1.498 5.033
H -2.262 2.340 4.605
*
```

Results
ΔE to the lowest compared entry with this formula, charge and spin = 3.3060 eV
lowest unoccupied orbital energy = 0.8 eV
structure (SMILES) = CC(C)CCc1noc(CN(C)CCC2CCOCC2)n1
HOMO energy = -8.75 eV

---

Record 3
Molecular formula: C16H30BCl2F2O2RuSbSi3
Method: DFT, the ωB97M-V functional and the def2-TZVPD basis

```
! RIJCOSX wB97M-V def2-TZVPD def2/J DEFGRID3
* xyz 2 1
Ru 0.789 -0.159 -1.253
Cl 0.886 5.682 -5.583
C 0.565 4.364 -4.530
C -0.530 4.425 -3.665
C -0.811 3.378 -2.809
Cl -2.165 3.461 -1.750
C -0.004 2.235 -2.784
O -0.359 1.231 -1.989
C 1.108 2.193 -3.654
C 1.983 1.070 -3.707
O 2.011 0.103 -2.921
C 1.374 3.257 -4.533
H -1.163 5.302 -3.668
H 2.717 1.055 -4.519
H 2.222 3.204 -5.204
C -4.008 -1.752 0.879
Si -2.383 -2.609 0.586
C -1.849 -3.757 1.944
C -2.197 -3.288 -1.132
Sb -0.711 -0.550 0.695
Si 2.514 -1.066 0.058
C 2.198 -1.777 1.749
C 1.753 -2.280 -1.295
C 4.292 -0.687 -0.226
Si -0.997 0.827 2.964
C -1.675 -0.449 4.133
C -2.225 2.080 2.351
C 0.628 1.522 3.513
H -4.810 -2.488 0.761
H -4.203 -0.954 0.161
H -4.087 -1.348 1.889
H -2.559 -4.588 1.992
H -1.852 -3.272 2.921
H -0.861 -4.187 1.764
H -2.984 -4.029 -1.306
H -1.243 -3.796 -1.277
H -2.312 -2.514 -1.893
H 1.182 -2.176 1.891
H 2.391 -1.035 2.528
H 2.892 -2.603 1.932
H 1.434 -3.120 -0.677
H 2.703 -2.501 -1.794
H 1.052 -2.217 -2.140
H 4.904 -1.457 0.252
H 4.570 0.276 0.205
H 4.525 -0.653 -1.290
H -2.653 -0.820 3.826
H -1.797 0.012 5.117
H -0.996 -1.294 4.260
H -3.166 1.630 2.028
H -1.820 2.692 1.543
H -2.461 2.754 3.181
H 1.344 0.750 3.797
H 0.429 2.110 4.415
H 1.074 2.194 2.783
F 2.861 1.873 -0.558
B 1.618 1.469 -0.345
F 0.861 2.280 0.387
*
```

Results
ΔE to the lowest compared entry with this formula, charge and spin = 1.3592 eV
lowest unoccupied orbital energy = -8.6 eV
HOMO energy = -13.81 eV

---

no.,electronic energy (eV),M (g mol⁻¹)
1,-83440.27473,403.45
2,-25626.98252,295.43
3,-85072.49502,681.22